(i)
# C38H50ClF5IrN3O2S

A structure of composition C38H50ClF5IrN3O2S (ωB97M-V/def2-TZVPD, the OMol25 dataset).

charge	+1
multiplicity	2
lowest unoccupied orbital energy (alpha / beta)	-3.97 / -4.35	eV

```
101
C38H50ClF5IrN3O2S (ωB97M-V/def2-TZVPD)
Ir 0.26137 0.11240 -0.64912
C -2.03210 -0.04196 -0.96673
C -2.58667 -1.19899 -0.30305
C -2.74210 -0.84970 1.09450
C -2.49796 0.52127 1.19163
C -2.14093 1.06591 -0.06323
C -2.24150 2.51860 -0.41085
C -1.46988 2.87052 -1.68262
C -3.74108 2.80001 -0.63885
C -1.74087 3.38622 0.75091
C -3.12257 -1.59676 2.35293
C -2.81181 -3.09437 2.36240
C -4.62528 -1.37098 2.61640
C -2.34269 -0.99286 3.53935
C -3.12758 -2.35839 -1.10066
C -2.26701 -3.62580 -0.91993
C -3.13685 -2.05694 -2.60681
C -4.58429 -2.66168 -0.71001
H -2.09192 0.09016 -2.03805
H -2.56377 1.09654 2.09218
H -1.83857 2.31973 -2.54347
H -0.41143 2.64896 -1.55168
H -1.57397 3.93131 -1.89543
H -4.11546 2.23237 -1.48675
H -3.88440 3.85808 -0.83935
H -4.32621 2.52915 0.23588
H -0.75508 3.05649 1.06412
H -2.41455 3.33652 1.60134
H -1.67397 4.42159 0.42801
H -3.41704 -3.65919 1.66206
H -3.02223 -3.48824 3.35580
H -1.75638 -3.25427 2.15244
H -5.24536 -1.84808 1.86418
H -4.85677 -0.30839 2.62832
H -4.88609 -1.78985 3.58486
H -1.29043 -0.89395 3.28873
H -2.43007 -1.64848 4.40152
H -2.73105 -0.02187 3.83131
H -1.36272 -3.54223 -1.51319
H -2.82565 -4.48990 -1.27288
H -1.98287 -3.79138 0.10941
H -2.13613 -1.86086 -2.97996
H -3.79006 -1.22051 -2.83908
H -3.52036 -2.92629 -3.13387
H -4.66042 -3.13611 0.26009
H -5.00917 -3.34312 -1.44284
H -5.18055 -1.75241 -0.70995
N 1.34540 1.82397 -0.03957
C 1.81601 2.28704 0.99715
C 2.71116 3.47213 1.09903
C 2.19033 4.70060 1.47819
C 3.04778 5.76492 1.69616
C 4.41407 5.59677 1.54290
C 4.92455 4.38371 1.11188
C 4.07301 3.31720 0.88605
H 1.12492 4.81734 1.60122
H 2.64866 6.72851 1.97500
H 5.08548 6.41752 1.74299
H 5.98318 4.27052 0.93743
H 4.45176 2.36395 0.55342
F 2.35171 -1.74086 0.38179
C 1.17446 -1.91938 -0.33256
F 0.38175 -2.66136 0.51276
C 1.55634 -2.83667 -1.50441
F 2.71520 -2.43639 -2.05668
F 1.68781 -4.12692 -1.21027
F 0.64473 -2.77021 -2.50065
Cl 2.64304 -2.10460 7.61869
C 2.21356 -1.30044 6.16074
C 1.80573 0.02860 6.20185
C 1.47190 0.67987 5.03007
C 1.50157 -0.01519 3.82406
C 1.90488 -1.35012 3.78984
C 2.28509 -1.98500 4.95291
C 1.09532 0.59692 2.54210
O 1.65642 1.78195 2.31354
O 0.34430 0.02762 1.77079
H 1.75065 0.54347 7.14767
H 1.16988 1.71572 5.04693
H 1.95193 -1.86981 2.84601
H 2.62641 -3.00719 4.92487
C 4.42423 0.14251 -4.34996
N 3.28170 0.08467 -3.46296
C 3.51293 0.69843 -2.17790
C 2.05857 -0.25882 -3.87509
S 0.66703 0.49938 -3.18344
N 1.87560 -1.09620 -4.90008
C 0.58297 -1.19375 -5.54122
C 2.80358 -2.15010 -5.26513
H 4.88097 1.12691 -4.23835
H 4.11229 0.02683 -5.38246
H 5.16797 -0.61560 -4.10039
H 4.52907 0.46166 -1.86770
H 2.82040 0.29661 -1.43528
H 3.38451 1.78285 -2.21508
H 0.09329 -0.22140 -5.53725
H -0.06022 -1.91289 -5.02679
H 0.73399 -1.51468 -6.57060
H 3.57147 -2.27871 -4.50834
H 3.27035 -1.96104 -6.23480
H 2.24284 -3.08309 -5.33910
```

---

(ii)
# C38H50ClF5IrN3O2S

A structure of composition C38H50ClF5IrN3O2S (ωB97M-V/def2-TZVPD, the OMol25 dataset).

charge	+1
multiplicity	2
lowest unoccupied orbital energy (alpha / beta)	-4.78 / -4.84	eV

```
101
C38H50ClF5IrN3O2S (ωB97M-V/def2-TZVPD)
Ir -0.31616 0.78380 -0.01098
C 1.46822 0.51923 1.36175
C 0.37794 0.28547 2.22224
C 0.27132 -1.18519 2.29485
C 1.39880 -1.76129 1.60539
C 2.16173 -0.79236 1.06081
C 3.52455 -0.94927 0.43713
C 4.39615 0.25834 0.81078
C 3.43728 -1.05870 -1.09461
C 4.18542 -2.22586 0.97033
C -0.61386 -2.12337 3.07547
C 0.15330 -2.38857 4.39986
C -0.72167 -3.49345 2.36803
C -2.03390 -1.63291 3.37841
C -0.12721 1.39969 3.17267
C -1.60040 1.78458 2.99021
C 0.15012 1.02491 4.63521
C 0.68504 2.67716 2.90309
H 2.03919 1.42916 1.39332
H 1.60539 -2.81614 1.57146
H 4.03302 1.17460 0.34489
H 5.41555 0.08541 0.46407
H 4.43254 0.40455 1.89282
H 2.88887 -0.22655 -1.53196
H 2.95883 -1.99416 -1.38662
H 4.45108 -1.05704 -1.49985
H 4.27681 -2.20549 2.05731
H 5.18544 -2.31767 0.54514
H 3.62716 -3.11896 0.68575
H 1.11643 -2.86250 4.21000
H -0.45262 -3.07190 4.99621
H 0.32103 -1.48360 4.97988
H 0.24099 -3.99728 2.29354
H -1.15409 -3.40500 1.37619
H -1.36394 -4.13085 2.97620
H -2.07506 -0.94092 4.21394
H -2.64658 -2.49260 3.64952
H -2.49484 -1.16210 2.51608
H -2.28632 0.97423 3.20983
H -1.79846 2.11422 1.96831
H -1.83023 2.61426 3.66184
H -0.48748 0.22724 4.99791
H -0.03471 1.89731 5.26362
H 1.19292 0.73061 4.77653
H 0.55489 3.02576 1.87524
H 1.75009 2.53760 3.09694
H 0.32952 3.46265 3.56985
N 0.10634 -0.74231 -1.44633
C 0.32963 -1.63220 -2.12911
C 0.56504 -2.76320 -2.97304
C 0.46694 -2.62393 -4.35613
C 0.70298 -3.72513 -5.16048
C 1.03226 -4.94677 -4.58791
C 1.12109 -5.08030 -3.20824
C 0.88650 -3.98830 -2.39167
H 0.19831 -1.66761 -4.78461
H 0.62544 -3.63221 -6.23492
H 1.21579 -5.80376 -5.22200
H 1.36685 -6.03756 -2.76959
H 0.93471 -4.07644 -1.31426
F -1.13778 3.13685 -1.65754
C -1.62336 1.93113 -1.21641
F -2.71374 2.27989 -0.47418
C -2.17098 1.28370 -2.50859
F -2.79970 0.13498 -2.27739
F -1.15109 1.03983 -3.35721
F -3.02003 2.10362 -3.13640
Cl -8.36460 -1.80175 1.62248
C -6.70437 -1.59258 1.17229
C -5.97375 -2.69092 0.74340
C -4.65075 -2.51490 0.37779
C -4.05959 -1.25792 0.45444
C -4.80469 -0.16886 0.89294
C -6.13407 -0.33115 1.24712
C -2.62355 -1.12474 0.05921
O -2.04209 -1.98839 -0.56725
O -2.08553 -0.00438 0.48865
H -6.44244 -3.66364 0.69347
H -4.06274 -3.35116 0.02364
H -4.34219 0.80610 0.95212
H -6.72720 0.50865 1.58082
C 2.44832 4.22448 -4.13077
N 1.88067 3.15318 -3.31389
C 2.15689 1.81356 -3.82611
C 1.38951 3.36543 -2.09256
S 1.59006 2.12193 -0.88080
N 0.91169 4.57066 -1.78127
C 0.64498 4.94985 -0.39737
C 0.20611 5.39259 -2.76613
H 3.43138 3.89815 -4.47068
H 2.56875 5.12721 -3.53975
H 1.83285 4.43697 -5.00521
H 1.89799 1.79775 -4.88491
H 1.56094 1.07719 -3.30070
H 3.21679 1.57594 -3.71319
H 1.44238 4.60200 0.25178
H -0.30726 4.53689 -0.05790
H 0.59718 6.03650 -0.35626
H 0.08435 4.84791 -3.69712
H 0.72355 6.33414 -2.95049
H -0.78681 5.60599 -2.37039
```

---

The structure with the most favorable energy is (ii); the runner-up is 37.4 kcal/mol above it.

---

(i)
# C3H8O4

The molecule C3H8O4 (ωB97M-V/def2-TZVPD, the OMol25 dataset).

charge	0
multiplicity	1
lowest unoccupied orbital energy	0.85	eV
structure (SMILES)	CO[C@@H](O)COO

```
15
C3H8O4 (ωB97M-V/def2-TZVPD)
C -0.52352 0.38974 -0.12165
C -0.03647 -0.52363 -1.19685
C 1.19538 1.06193 1.55527
O -1.19705 -1.54634 -1.26926
O 0.95103 0.80020 0.19131
O -1.08826 -2.46360 -0.17922
O -1.24766 1.49031 -0.47165
H -0.83244 -3.29142 -0.61097
H -0.80769 1.95967 -1.19293
H -1.00946 -0.09747 0.72643
H -0.07578 -0.08109 -2.19027
H 0.86315 -1.09886 -0.97636
H 2.27632 1.11683 1.69411
H 0.80148 0.27094 2.20584
H 0.73098 2.01280 1.83619
```

---

(ii)
# C3H8O4

A cluster of 2 separate species, C3H8O4 in total (ωB97M-V/def2-TZVPD, the OMol25 dataset).

charge	0
multiplicity	1
lowest unoccupied orbital energy	0.15	eV
structure (SMILES)	O=C(O)CCO.O

```
15
C3H8O4 (ωB97M-V/def2-TZVPD)
O 0.16612 1.22922 0.96411
C -0.44615 0.98481 -0.01355
O -1.69502 0.39729 -0.21732
C 0.32489 0.69087 -1.36977
C 1.44027 -0.38345 -1.26222
O 0.77767 -1.64095 -1.23646
H -2.32362 0.38661 0.49622
H -0.32849 0.54186 -2.19822
H 0.78940 1.65786 -1.49589
H 2.00216 -0.27051 -2.22477
H 2.05834 -0.30783 -0.39186
H 0.15719 -1.68165 -0.45942
H -0.77883 -0.65928 2.39687
H -1.48293 -0.19375 3.63057
O -0.66100 -0.75110 3.38170
```

---

The structure with the most favorable energy is (ii); the runner-up is 81.2 kcal/mol above it.

---

(i)
# C5H3NO

The molecule C5H3NO (ωB97M-V/def2-TZVPD, the OMol25 dataset).

charge	0
multiplicity	1
lowest unoccupied orbital energy	-0.21	eV
structure (SMILES)	C#Cc1cnoc1

```
10
C5H3NO (ωB97M-V/def2-TZVPD)
C 2.01035 0.29767 0.49182
C 1.27045 -0.39922 1.17763
C -0.04439 -0.27107 0.49746
C -0.56258 0.90808 0.06239
O -1.52191 0.69603 -0.83957
N -1.65687 -0.65602 -1.03498
C -0.78640 -1.22185 -0.23914
H 2.31146 1.01196 -0.25235
H -0.33633 1.92811 0.33522
H -0.68378 -2.29369 -0.19847
```

---

(ii)
# C5H3NO

The molecule C5H3NO (ωB97M-V/def2-TZVPD, the OMol25 dataset).

charge	0
multiplicity	1
lowest unoccupied orbital energy (alpha / beta)	-1.05 / -1.05	eV

```
10
C5H3NO (ωB97M-V/def2-TZVPD)
C 0.16712 0.35021 0.74089
C -1.45184 0.87515 -0.97890
C 0.07494 -1.05674 0.22237
C -0.82072 1.04115 0.20118
C -1.86937 -0.36963 -0.22489
N -0.98880 -1.41965 -0.36494
O -2.41650 -0.08710 0.81012
H 0.81258 0.55296 1.53749
H -1.59494 1.49096 -1.93398
H 0.89762 -1.64948 0.52742
```

---

The structure with the most favorable energy is (i); the runner-up is 26.5 kcal/mol above it.

---

(i)
# C5H3NO

A structure of composition C5H3NO (ωB97M-V/def2-TZVPD, the OMol25 dataset).

charge	0
multiplicity	1
lowest unoccupied orbital energy	-1.79	eV

```
10
C5H3NO (ωB97M-V/def2-TZVPD)
O 0.62443 -1.03076 0.20436
C 0.01997 -0.29446 -0.68596
C -0.17415 0.97964 -0.17842
C -0.15033 1.00964 1.28476
C 0.04024 -0.21734 1.75340
C -0.22819 -1.13778 -1.71896
N -0.45620 -1.72242 -2.66883
H -0.68968 1.67309 -0.82851
H 0.85481 1.45015 0.13911
H 0.15910 -0.70976 2.69906
```

---

(ii)
# C5H3NO

The molecule C5H3NO (ωB97M-V/def2-TZVPD, the OMol25 dataset).

charge	0
multiplicity	1
lowest unoccupied orbital energy	-0.17	eV

```
10
C5H3NO (ωB97M-V/def2-TZVPD)
N -0.63311 -2.87916 0.71193
C -0.31865 -1.78429 0.50250
C 0.02619 -0.43175 0.21219
C 1.08437 0.25023 0.64708
O 1.08126 1.55085 0.13886
C 0.01422 1.82100 -0.60761
C -0.73400 0.52504 -0.66559
H 1.91485 -0.00056 1.29123
H -0.62720 0.33277 -1.74116
H -1.80793 0.61587 -0.48943
```

---

The structure with the most favorable energy is (ii); the runner-up is 82.9 kcal/mol above it.

---

(i)
# C5H3NO

The molecule C5H3NO (ωB97M-V/def2-TZVPD, the OMol25 dataset).

charge	0
multiplicity	1
lowest unoccupied orbital energy	0.55	eV
structure (SMILES)	N#Cc1ccco1

```
10
C5H3NO (ωB97M-V/def2-TZVPD)
O 0.33443 0.85083 0.92510
C -0.45019 0.67131 -0.17198
C -0.10943 -0.47035 -0.82347
C 0.88101 -1.09158 -0.02128
C 1.15105 -0.22606 0.99552
C -1.61584 1.46533 -0.34123
N -2.63036 1.99864 -0.50481
H -0.50953 -0.85402 -1.75155
H 1.07491 -2.14433 -0.10818
H 1.87395 -0.19978 1.80187
```

---

(ii)
# C5H3NO

A structure of composition C5H3NO (ωB97M-V/def2-TZVPD, the OMol25 dataset).

charge	0
multiplicity	1
lowest unoccupied orbital energy	-1.15	eV

```
10
C5H3NO (ωB97M-V/def2-TZVPD)
O 0.55026 0.30552 1.14667
C 0.17047 -0.55204 0.35968
C -0.48787 -0.06477 -0.91300
C -0.75985 1.37455 -0.69281
C -0.12371 1.83805 0.28986
C 0.46181 -1.91517 0.74204
N 0.72474 -2.97705 1.11654
H -1.14919 -0.75898 -1.43858
H 0.35069 0.18500 -1.57502
H 0.26265 2.56489 0.96464
```

---

(iii)
# C5H3NO

The molecule C5H3NO (ωB97M-V/def2-TZVPD, the OMol25 dataset).

charge	0
multiplicity	1
lowest unoccupied orbital energy	0.36	eV
structure (SMILES)	C#Cc1cnoc1

```
10
C5H3NO (ωB97M-V/def2-TZVPD)
C -1.34651 1.63620 1.08962
C -0.83820 0.54600 1.16754
C -0.06146 -0.41209 0.46002
C -0.49178 -0.67749 -0.80274
O 0.53205 -0.96287 -1.60023
N 1.70328 -0.88470 -0.86892
C 1.35235 -0.56735 0.34741
H -1.48123 2.38649 0.32322
H -1.48749 -0.60323 -1.22282
H 2.11900 -0.46095 1.10690
```

---

The structure with the most favorable energy is (i); the runner-up is 80.8 kcal/mol above it.